(1)
Density functional theory data (ωB97M-V with the def2-TZVPD basis set) for a molecular structure, C28H51F6MgO23.

The geometry in XYZ format:
```
109
C28H51F6MgO23, DFT ωB97M-V with the def2-TZVPD basis set
Mg -31.78 11.95 -24.26
F -28.91 10.69 -20.51
F -28.06 9.19 -19.21
F -24.78 11.18 -25.68
F -23.81 13.11 -25.75
F -22.94 11.42 -26.78
F -28.62 8.68 -21.24
O -25.33 14.84 -19.40
O -30.67 17.32 -20.47
O -31.72 15.61 -19.46
O -34.57 13.28 -21.36
O -24.94 15.60 -21.38
O -30.12 12.77 -23.80
O -32.73 12.83 -20.43
O -31.35 10.51 -28.31
O -25.84 9.12 -21.13
O -31.48 10.08 -23.68
O -31.77 7.90 -23.24
O -26.14 12.20 -27.60
O -24.29 12.77 -28.73
O -32.94 12.41 -22.63
O -27.02 15.83 -20.53
O -26.49 11.27 -20.98
O -30.60 12.50 -28.05
O -32.66 13.57 -25.05
O -33.42 15.58 -25.65
O -32.06 17.75 -18.87
O -31.26 11.35 -26.24
O -34.72 13.79 -25.81
O -29.89 8.55 -24.05
C -28.97 9.61 -24.36
C -31.51 16.78 -19.58
C -32.15 16.16 -25.33
C -32.95 17.32 -17.84
C -35.49 13.21 -22.45
C -25.29 16.41 -22.49
C -27.73 13.13 -23.98
C -29.09 13.58 -23.44
C -31.36 12.42 -20.38
C -31.08 11.44 -27.43
C -25.19 11.78 -21.29
C -27.15 13.74 -29.27
C -29.99 13.51 -27.22
C -26.21 14.51 -18.33
C -24.85 12.37 -27.76
C -25.88 15.44 -20.45
C -24.09 12.01 -26.46
C -33.55 14.28 -25.47
C -29.96 16.37 -21.25
C -31.07 8.93 -23.65
C -26.97 12.33 -28.75
C -35.79 14.66 -26.21
C -26.65 9.96 -20.92
C -31.93 9.28 -27.85
C -33.36 12.81 -21.56
C -24.26 11.68 -20.11
C -32.98 8.20 -22.53
C -28.09 9.64 -20.47
H -35.84 12.19 -22.61
H -25.61 13.97 -17.60
H -23.92 10.67 -19.91
H -32.04 9.28 -26.77
H -36.72 14.17 -25.95
H -29.01 10.40 -23.61
H -27.98 9.18 -24.41
H -24.35 16.78 -22.89
H -23.39 12.32 -20.27
H -31.68 15.67 -24.48
H -29.83 14.41 -27.80
H -24.72 12.11 -19.22
H -29.21 10.05 -25.33
H -30.73 13.04 -21.01
H -31.03 12.50 -19.35
H -33.42 7.25 -22.23
H -33.86 16.91 -18.27
H -32.93 9.22 -28.28
H -35.74 15.61 -25.69
H -33.16 18.19 -17.23
H -27.26 12.35 -23.39
H -32.33 17.19 -25.03
H -31.51 16.13 -26.20
H -29.19 16.91 -21.79
H -32.51 16.53 -17.24
H -26.62 11.66 -29.54
H -27.81 13.77 -30.13
H -24.76 11.30 -22.17
H -26.20 14.11 -29.65
H -30.59 15.89 -22.00
H -29.29 14.61 -23.79
H -35.75 14.82 -27.28
H -35.04 13.55 -23.38
H -25.77 15.84 -23.28
H -32.77 8.79 -21.64
H -31.25 11.38 -20.69
H -27.02 13.85 -18.65
H -27.80 12.80 -25.02
H -27.93 11.91 -28.47
H -36.31 13.88 -22.20
H -25.35 12.82 -21.54
H -31.31 8.46 -28.20
H -29.03 13.13 -26.87
H -25.96 17.21 -22.19
H -29.00 13.63 -22.34
H -27.06 14.00 -23.98
H -27.51 14.41 -28.49
H -29.52 15.63 -20.58
H -26.61 15.40 -17.85
H -30.57 13.71 -26.33
H -33.66 8.77 -23.16
```

multiplicity = 1
E_LUMO = -2.16 eV
total charge = +1
M = 894.0 g/mol
highest occupied orbital energy = -10.52 eV
F_max = 1.84 eV/A


(2)
Density functional theory data (ωB97M-V with the def2-TZVPD basis set) for 6 unconnected molecules or ions with the total composition C28H51FN3O12S6.

The geometry in XYZ format:
```
101
C28H51FN3O12S6, DFT ωB97M-V with the def2-TZVPD basis set
S -2.97 -2.73 -1.75
S 1.09 -0.62 -2.99
S 0.09 4.33 7.30
S -5.56 3.20 2.70
S 5.99 -0.65 -5.64
S 0.46 2.31 1.48
F -0.17 -8.62 -2.11
O 5.00 0.31 -5.21
O -5.11 1.88 2.30
O 0.25 -1.00 -1.88
O 1.69 1.66 1.89
O -3.76 -4.97 -3.05
O -0.42 4.17 8.64
O -5.33 4.36 1.88
O 7.32 -0.67 -5.10
O 1.26 -1.46 -4.15
O -0.78 4.47 6.16
O 0.44 3.40 0.53
O -0.36 -7.40 -0.30
N -4.69 -4.92 -1.05
N 1.21 -5.94 -3.08
N -5.11 -6.03 -1.71
C 1.26 3.02 6.97
C -3.87 -4.28 -1.89
C -0.03 -5.18 -3.22
C 0.21 -7.52 -1.34
C 0.01 -3.74 -2.52
C -4.55 -6.08 -2.92
C -6.16 4.16 5.06
C 6.14 -2.08 -7.84
C 0.61 1.02 -3.55
C 2.42 3.71 6.27
C 1.77 1.95 -3.17
C 5.29 -2.30 -5.53
C -0.39 -3.80 -1.00
C -4.96 3.54 4.35
C -0.43 2.83 2.95
C 3.05 1.11 -3.15
C -1.82 1.05 2.03
C 6.10 -0.61 -7.43
C 1.35 -6.52 -1.76
C -0.72 1.07 0.96
C -1.87 2.44 2.66
C -7.30 3.13 3.13
C 2.65 5.01 7.05
C 5.10 -2.78 -6.97
C -1.60 -2.91 -0.54
C -7.37 3.32 4.64
C 2.70 -0.16 -2.38
C 1.29 5.67 7.28
H 4.10 -2.52 -7.32
H 3.31 3.09 6.26
H -4.10 4.20 4.30
H -8.31 3.80 4.93
H 3.33 5.69 6.52
H -0.32 1.31 -3.06
H -0.55 -2.99 -3.13
H 3.34 0.85 -4.17
H 1.85 2.79 -3.87
H -2.32 3.15 1.96
H -0.97 -5.75 -2.93
H -0.22 0.11 0.88
H -1.56 0.31 2.80
H -1.95 -3.30 0.45
H 1.24 6.21 8.22
H -4.68 2.58 4.80
H -2.78 0.76 1.61
H 1.02 6.34 6.46
H 0.47 0.98 -4.63
H -6.29 5.19 4.73
H 6.00 -2.93 -4.99
H -6.02 4.17 6.14
H -2.47 2.45 3.57
H -0.03 2.27 3.79
H -7.33 2.35 5.14
H -0.51 -4.86 -0.65
H 2.15 3.95 5.24
H 1.47 -5.78 -0.92
H 3.40 -0.97 -2.55
H 4.35 -2.26 -4.99
H 5.19 -3.87 -7.03
H -4.68 -6.82 -3.72
H 7.14 -2.49 -7.63
H -0.29 3.90 3.11
H 1.08 -3.44 -2.58
H -1.12 1.37 -0.01
H -0.13 -4.96 -4.32
H 3.88 1.64 -2.69
H 5.94 -2.20 -8.90
H 5.20 -0.12 -7.81
H 0.51 -3.42 -0.42
H -7.70 2.16 2.82
H 0.79 2.25 6.36
H 1.59 2.37 -2.17
H -1.21 -1.88 -0.34
H 3.11 4.78 8.02
H -7.81 3.93 2.59
H 1.57 2.60 7.93
H 2.31 -7.12 -1.78
H 2.60 0.04 -1.31
H 6.98 -0.05 -7.73
```

multiplicity = 1
E_LUMO = 1.58 eV
total charge = -1
M = 833.1 g/mol
highest occupied orbital energy = -2.03 eV
F_max = 3.75 eV/A


(3)
Density functional theory data (ωB97M-V with the def2-TZVPD basis set) for a molecular structure, C28H51FeN5O6P3.

The geometry in XYZ format:
```
94
C28H51FeN5O6P3, DFT ωB97M-V with the def2-TZVPD basis set
Fe 0.77 1.20 1.08
P 0.77 1.42 -1.46
P 0.78 -2.31 1.36
P -1.54 1.39 0.84
O 2.12 -0.74 3.98
O 3.00 1.47 1.41
O 1.04 3.24 1.35
O 0.63 -0.82 1.04
O 1.02 0.94 2.92
O 2.24 4.74 2.50
N -2.90 -0.23 -0.85
N -0.85 -0.41 -2.72
N -0.06 -2.72 2.68
N 0.20 -3.15 0.07
N 2.33 -2.79 1.48
C -1.18 -2.87 -0.33
C 2.07 0.13 -1.46
C -4.36 -2.55 -3.22
C -1.99 -1.12 -2.88
C -3.29 -2.68 -4.15
C 2.21 3.28 -2.88
C -3.81 2.81 0.10
C -0.21 -4.14 3.02
C 0.62 -4.51 -0.27
C -2.13 -1.99 -3.99
C -1.58 3.77 -0.52
C 2.08 0.19 3.22
C -0.17 3.02 -3.59
C 2.09 3.62 1.86
C 2.89 -3.51 2.63
C 3.33 0.55 2.47
C -2.37 3.03 0.56
C -0.75 0.38 -1.68
C -0.51 -1.81 3.73
C -1.79 0.45 -0.72
C -2.57 0.47 1.99
C 3.22 -2.71 0.32
C -3.05 -1.01 -1.94
C 1.50 1.24 -4.18
C -4.24 -1.74 -2.13
C 3.34 2.81 1.73
C 1.08 2.27 -3.13
C -2.32 3.80 1.88
H 0.80 0.42 -4.25
H 3.92 -3.19 2.78
H 3.12 2.80 -2.52
H -1.52 -2.09 4.04
H 3.93 3.23 0.91
H -2.13 -0.51 2.16
H 0.05 3.48 -4.56
H -1.64 3.24 -1.46
H 1.41 5.25 2.54
H -2.01 4.77 -0.66
H -1.28 -2.98 -1.41
H -3.42 -3.34 -5.01
H -1.89 -3.55 0.15
H -5.05 -1.62 -1.42
H 0.15 -1.84 4.60
H -1.44 -1.85 -0.05
H 2.89 -4.59 2.47
H 2.45 3.78 -3.82
H -3.56 0.36 1.54
H 3.03 0.60 -1.68
H -0.51 -0.79 3.37
H 2.68 -2.30 -0.54
H -4.24 3.79 -0.14
H 1.58 -4.74 0.19
H 3.92 2.88 2.65
H -4.43 2.36 0.87
H -1.32 -2.07 -4.70
H 1.51 1.76 -5.14
H 0.24 -4.77 2.26
H -5.27 -3.11 -3.38
H -2.63 1.00 2.94
H -3.88 2.20 -0.80
H 2.34 -3.27 3.53
H 4.05 0.97 3.16
H 3.74 -0.35 2.02
H 0.73 -4.60 -1.36
H -0.54 3.89 -0.24
H -0.44 3.82 -2.91
H 0.27 -4.36 3.98
H -1.29 3.88 2.25
H -1.03 2.35 -3.73
H -1.27 -4.40 3.10
H 4.08 -2.07 0.53
H 2.50 0.85 -3.99
H 1.91 4.04 -2.16
H 1.85 -0.63 -2.22
H 3.60 -3.69 0.05
H -2.93 3.34 2.66
H 2.14 -0.35 -0.49
H -0.12 -5.25 0.05
H -2.70 4.81 1.72
```

multiplicity = 2
E_LUMO (alpha / beta) = -7.30 / -6.22 eV
total charge = +2
M = 702.5 g/mol
⟨S²⟩ = 0.934
highest occupied orbital energy (alpha / beta) = -13.89 / -13.90 eV
F_max = 1.68 eV/A


(4)
Density functional theory data (ωB97M-V with the def2-TZVPD basis set) for a molecular structure, C28H52BrGeN4O2SSm.

The geometry in XYZ format:
```
90
C28H52BrGeN4O2SSm, DFT ωB97M-V with the def2-TZVPD basis set
Sm -6.59 11.43 12.42
Br -6.82 14.73 13.29
Ge -10.03 10.68 12.06
S -5.74 10.39 8.94
O -4.75 12.71 12.48
O -5.65 10.16 10.45
N -7.02 12.88 9.91
N -6.23 11.81 15.08
N -6.92 9.10 13.79
N -5.98 14.69 9.17
C -3.26 15.20 15.43
C -8.71 11.81 12.85
C -4.25 13.55 13.36
C -1.64 12.67 11.70
C -2.78 16.14 16.57
C -2.59 10.91 13.12
C -1.38 15.75 16.98
C -7.33 9.71 8.53
C -7.85 13.59 9.07
C -5.00 14.59 13.89
C -5.79 11.00 16.23
C -2.72 17.59 16.09
C -10.94 11.34 10.43
C -3.69 15.98 17.77
C -11.49 10.13 13.28
C -7.08 8.21 8.32
C -6.19 8.83 15.03
C -2.91 13.39 13.80
C -7.24 14.69 8.60
C -5.90 13.57 9.92
C -2.45 14.21 14.84
C -0.67 12.32 13.96
C -4.87 9.03 8.16
C -5.83 8.11 7.40
C -6.56 9.64 16.24
C -4.52 15.40 14.91
C -9.33 8.84 11.57
C -2.00 12.35 13.14
H -6.27 7.75 15.31
H -5.94 11.55 17.17
H -8.88 13.30 8.91
H -1.06 16.23 17.89
H -6.12 8.49 6.42
H -3.04 10.70 14.14
H -3.42 10.89 12.42
H -7.88 9.47 13.93
H 0.00 11.61 13.45
H -5.39 7.10 7.34
H -0.81 12.03 15.02
H -8.26 8.85 11.42
H -4.37 8.54 9.02
H -6.27 9.06 17.15
H -0.58 16.04 16.28
H -4.61 16.54 17.63
H -11.94 9.20 12.90
H -7.69 10.19 7.65
H -10.18 11.54 9.70
H -5.03 13.30 10.50
H -2.42 18.20 16.97
H -7.23 11.88 14.99
H -3.25 16.45 18.64
H -7.96 9.92 9.40
H -3.73 17.98 15.88
H -11.73 10.67 10.02
H -9.86 8.39 10.73
H -8.01 7.80 7.90
H -1.82 10.15 12.86
H -2.10 17.73 15.22
H -9.28 12.69 13.15
H -0.21 13.30 13.96
H -6.96 8.25 13.22
H -4.05 9.54 7.56
H -6.85 7.71 9.27
H -5.15 9.06 14.85
H -1.06 13.56 11.47
H -2.52 12.81 11.03
H -4.70 10.79 16.14
H -7.63 9.74 16.38
H -5.82 12.74 15.10
H -3.89 14.93 18.07
H -11.08 9.97 14.25
H -5.28 15.50 9.26
H -12.27 10.87 13.36
H -1.47 14.06 15.28
H -7.61 15.50 8.01
H -9.50 8.18 12.43
H -5.21 16.19 15.28
H -1.34 14.72 17.24
H -11.48 12.31 10.62
H -1.11 11.79 11.26
```

multiplicity = 6
E_LUMO (alpha / beta) = 0.20 / 0.20 eV
M = 811.7 g/mol
⟨S²⟩ = 8.780
highest occupied orbital energy (alpha / beta) = -5.28 / -5.34 eV
F_max = 2.62 eV/A


(5)
Density functional theory data (ωB97M-V with the def2-TZVPD basis set) for 4 unconnected molecules or ions with the total composition C28H52BrN2O9PSi.

The geometry in XYZ format:
```
94
C28H52BrN2O9PSi, DFT ωB97M-V with the def2-TZVPD basis set
Br -6.54 0.17 1.00
P -5.65 -1.90 1.23
Si 1.66 -2.76 0.00
O 0.81 -3.57 7.68
O -3.20 1.60 -2.60
O 0.81 -2.72 4.86
O 4.06 1.10 0.99
O -1.29 5.02 -4.19
O -4.88 -1.74 2.67
O 5.78 3.47 1.17
O -2.68 5.56 -6.73
O 0.40 -2.56 -1.07
N -4.55 -3.88 -0.72
N -2.36 -3.53 -2.47
C 5.14 1.38 0.12
C 1.20 -2.29 7.22
C 0.46 -1.89 5.96
C -3.73 2.36 -1.44
C 6.22 2.18 0.81
C -4.15 -4.80 -1.54
C 3.32 -2.39 -0.79
C -3.46 -0.52 0.12
C -3.05 -4.63 -2.42
C -2.30 2.04 -1.64
C -2.73 -2.54 -1.61
C 5.43 3.59 2.54
C -0.87 -1.17 -2.58
C -2.37 -0.33 -0.75
C -4.20 -1.67 0.12
C 1.74 -4.59 7.34
C -1.26 6.41 -3.95
C -0.16 -3.72 4.60
C -1.65 0.99 -0.71
C -2.58 4.53 -4.53
C 2.94 1.95 0.81
C -3.83 -2.72 -0.74
C -2.00 -1.32 -1.61
C -2.73 4.33 -6.02
C 1.73 -4.51 0.64
C -1.43 5.81 -7.34
C 0.49 -1.45 -1.96
C 1.39 -1.52 1.37
H -2.70 3.55 -4.04
H -3.36 5.19 -4.15
H 2.03 -4.54 6.29
H -1.02 -1.81 -3.45
H 6.33 3.62 3.16
H 4.79 1.91 -0.77
H -1.64 1.41 0.29
H 0.74 -0.87 5.70
H 1.74 -0.55 1.01
H 7.06 2.30 0.11
H 1.25 -5.55 7.52
H -4.69 -5.75 -1.55
H 1.79 -5.21 -0.19
H -4.04 -2.21 2.66
H 3.55 -3.12 -1.56
H 2.40 1.68 -0.10
H -0.60 5.64 -6.64
H -1.66 2.88 -1.93
H 2.28 1.82 1.66
H 5.56 0.42 -0.20
H 4.12 -2.37 -0.04
H 0.88 -4.79 1.26
H 1.94 -1.78 2.28
H 2.63 -4.53 7.97
H -0.63 0.85 -1.08
H -1.04 -3.28 4.11
H -1.79 6.97 -4.72
H -0.86 -0.14 -2.96
H 0.29 -4.44 3.91
H -3.74 0.27 0.80
H 4.80 2.77 2.87
H 0.34 -1.44 1.65
H -0.22 6.73 -3.94
H 3.32 -1.42 -1.29
H -0.62 -1.91 6.13
H 2.28 -2.24 7.06
H -1.29 5.19 -8.22
H 2.65 -4.64 1.21
H -3.71 3.88 -6.22
H 0.88 -0.57 -1.43
H -0.47 -4.24 5.51
H -4.47 1.63 -1.12
H 4.89 4.53 2.66
H 3.25 3.00 0.75
H -1.42 6.86 -7.64
H 1.20 -1.69 -2.76
H -1.71 6.64 -2.97
H 6.59 1.64 1.69
H -4.03 3.37 -1.69
H -1.96 3.64 -6.39
H -2.77 -5.45 -3.07
H 0.95 -1.58 8.01
```

multiplicity = 1
structure (SMILES) = C[Si](C)(C)OCCc1c(C[C@@H]2CO2)cc(P(O)Br)c2nccnc12.COCCOC.COCCOC.COCCOC
E_LUMO = -0.39 eV
M = 699.7 g/mol
highest occupied orbital energy = -8.78 eV
F_max = 2.25 eV/A